{"formula": "C38H67Br6N9O11", "method": "wB97M-V/def2-TZVPD", "symbols": ["C", "C", "C", "C", "N", "C", "C", "C", "C", "C", "C", "C", "H", "H", "H", "H", "H", "H", "H", "H", "H", "H", "H", "H", "H", "H", "H", "H", "H", "H", "H", "H", "H", "H", "H", "H", "C", "C", "C", "O", "H", "H", "H", "H", "H", "H", "H", "C", "Br", "Br", "Br", "H", "C", "Br", "Br", "Br", "H", "C", "C", "C", "C", "C", "C", "O", "O", "H", "H", "H", "H", "H", "H", "C", "C", "C", "C", "C", "C", "O", "O", "H", "H", "H", "H", "H", "H", "C", "C", "C", "C", "C", "C", "O", "O", "H", "H", "H", "H", "H", "H", "C", "O", "N", "N", "H", "H", "H", "H", "C", "O", "N", "N", "H", "H", "H", "H", "C", "O", "N", "N", "H", "H", "H", "H", "C", "O", "N", "N", "H", "H", "H", "H"], "coordinates": [[-4.5883, -0.1114, -3.1403], [-3.8502, 0.4708, -1.9397], [-2.3815, 0.1492, -1.9299], [-1.6350, 0.8136, -0.7328], [-0.3546, 0.0427, -0.3672], [0.3578, 0.9542, 0.6372], [1.1219, 1.9794, -0.1630], [1.4559, 1.3327, -1.5082], [0.7031, 0.0218, -1.4993], [-0.6767, -1.3316, 0.1967], [-1.8942, -1.4074, 1.1676], [-1.7308, -2.4249, 2.2709], [-5.5135, 0.3530, -3.4752], [-4.8174, -1.1661, -2.9623], [-4.0521, -0.1418, -4.0923], [-4.3090, 0.2781, -0.9671], [-3.9741, 1.5614, -1.9141], [-1.7448, 0.1310, -2.8169], [-2.3850, -0.9464, -1.8313], [-2.2153, 0.9579, 0.1800], [-1.4251, 1.8646, -0.9427], [1.2241, 0.4283, 1.0461], [-0.2363, 1.3164, 1.4742], [2.0775, 2.1651, 0.3267], [0.5881, 2.9303, -0.1358], [2.5307, 1.3253, -1.6901], [1.1461, 1.8931, -2.3958], [1.3995, -0.6982, -1.0650], [0.1717, -0.3668, -2.3589], [0.2279, -1.6683, 0.7085], [-0.7890, -2.0820, -0.5865], [-2.7092, -1.8407, 0.5865], [-2.0759, -0.4491, 1.6529], [-1.7325, -3.4717, 1.9690], [-2.7263, -2.3500, 2.7280], [-1.0880, -2.2256, 3.1235], [2.7678, 4.1291, 3.3236], [1.2569, 3.9330, 3.5102], [0.5240, 4.4565, 2.2645], [1.0000, 2.5952, 3.7809], [3.4014, 3.5259, 3.9700], [3.0630, 5.1754, 3.2128], [2.9067, 3.6958, 2.3245], [0.8598, 4.4685, 4.3848], [0.8239, 5.4288, 1.8502], [-0.5342, 4.6841, 2.4298], [0.5950, 3.7405, 1.4423], [0.3138, 5.1986, -2.9348], [-0.6670, 3.4780, -3.1555], [2.0035, 5.3283, -3.8373], [0.6900, 5.3970, -1.0105], [-0.3240, 6.0048, -3.2775], [-8.1322, 3.0166, -1.7408], [-7.9123, 3.7826, -3.5856], [-7.5208, 4.0716, -0.2441], [-7.2564, 1.3042, -1.6628], [-9.1747, 2.7922, -1.5485], [-0.5980, -1.6934, -4.6605], [-1.8205, -1.9168, -5.3845], [-2.6993, -2.8713, -4.8737], [-2.2910, -3.7087, -3.8433], [-1.1511, -3.4499, -3.1148], [-0.2609, -2.5225, -3.6108], [0.9767, -2.4411, -3.0295], [-3.9160, -3.0761, -5.4591], [0.1438, -0.9399, -4.8968], [-2.1912, -1.2919, -6.1844], [-2.9790, -4.4701, -3.4982], [-1.0120, -4.1243, -2.2792], [1.4864, -1.8790, -3.6240], [-4.0343, -3.9587, -5.8192], [-3.4557, 2.1416, 2.2830], [-2.2606, 1.9142, 2.9580], [-1.9987, 0.6775, 3.5340], [-3.0408, -0.2908, 3.5500], [-4.2574, -0.0641, 2.9208], [-4.4736, 1.1767, 2.3287], [-5.6951, 1.5533, 1.8221], [-0.8519, 0.4385, 4.2609], [-3.6343, 2.9740, 1.6156], [-1.4987, 2.6792, 2.8702], [-2.8223, -1.1926, 4.1069], [-5.0917, -0.7500, 2.9938], [-6.2971, 0.8100, 1.7278], [-0.2313, 1.1776, 4.0958], [6.3628, 1.4228, 0.0567], [5.4244, 1.6523, 1.0676], [4.2548, 0.8657, 1.1805], [4.0810, -0.1813, 0.2828], [5.0411, -0.5170, -0.6430], [6.2189, 0.2503, -0.7276], [7.2320, -0.1204, -1.5421], [3.2951, 1.1973, 2.0929], [7.2468, 2.0313, -0.0627], [5.4672, 2.5592, 1.6580], [3.2236, -0.8442, 0.3259], [5.0075, -1.4640, -1.1664], [7.2579, -1.0828, -1.5453], [3.5478, 1.9675, 2.6164], [4.5844, 4.2075, -0.6420], [5.4848, 3.9434, 0.1363], [4.1537, 5.4922, -0.8420], [3.9285, 3.2743, -1.3202], [3.4365, 5.5795, -1.5465], [4.6503, 6.3388, -0.6378], [3.1906, 3.5260, -1.9576], [4.1479, 2.2942, -1.2934], [2.7631, -4.1610, 0.0540], [3.9001, -3.7247, 0.2286], [1.8717, -4.4325, 1.0291], [2.4052, -4.6378, -1.1445], [0.8872, -4.3610, 0.8021], [2.1956, -4.6155, 1.9644], [3.1766, -4.7567, -1.7787], [1.5503, -5.1570, -1.2402], [-1.1346, -6.3480, 0.7574], [-0.8552, -5.2132, 0.4271], [-2.3624, -6.8305, 0.6050], [-0.2764, -7.2303, 1.3490], [-3.1801, -6.2991, 0.3718], [-2.4402, -7.8337, 0.5613], [-0.7623, -8.0141, 1.7419], [0.6644, -6.9076, 1.4978], [2.0458, -1.9287, 3.6323], [1.7596, -3.0860, 3.9431], [1.1673, -0.8925, 3.3799], [3.2553, -1.5496, 3.1913], [1.6110, 0.0129, 3.3556], [0.3460, -0.9883, 3.9603], [3.2902, -0.6897, 2.6630], [4.0564, -2.1427, 3.3187]], "forces_ev_per_angstrom": [[-0.28, -1.00, -0.54], [-0.37, 2.26, -0.94], [0.84, -1.68, 1.73], [-0.06, -0.58, -0.92], [-0.36, 2.20, 0.41], [1.68, -0.98, 0.30], [-0.05, 0.99, 0.06], [-1.11, 1.17, -1.31], [-0.06, -1.35, 1.80], [0.39, -0.41, 0.67], [1.77, -0.52, -1.14], [-1.68, -0.66, 0.88], [-0.08, 0.25, 0.69], [-0.09, -0.05, 0.07], [0.75, 0.22, 0.33], [0.08, -0.88, -0.06], [0.08, 0.20, -0.51], [-0.66, 1.26, -0.57], [0.22, -0.15, 0.74], [-0.21, -0.83, -0.06], [0.73, -0.20, -0.42], [-0.80, -0.92, 0.41], [-0.26, -0.09, -0.31], [-0.30, 0.15, 0.32], [0.11, -0.23, -0.91], [-0.13, -1.18, 0.46], [-0.32, 0.26, 0.47], [-0.15, -0.55, -0.62], [0.47, 0.26, -0.24], [0.10, 0.40, 0.22], [-0.16, 0.47, -0.48], [-0.47, 0.90, -0.10], [-0.20, -0.25, -0.77], [0.78, 0.10, -0.35], [0.18, -0.48, -0.04], [0.61, 0.01, -0.55], [-0.46, -0.03, -1.38], [-0.31, -1.14, 1.18], [-0.60, 0.54, -0.48], [-0.37, -0.55, -0.92], [-0.19, 0.37, 0.64], [0.25, -0.02, 0.38], [0.30, 0.16, -0.23], [0.32, 0.76, -0.02], [0.74, 0.06, 0.26], [-0.15, -0.57, 0.31], [0.03, -0.01, 0.39], [-0.04, -0.63, 1.16], [0.29, 1.26, -0.48], [-0.27, -0.27, -0.44], [-0.52, 0.32, -0.74], [-0.02, -0.17, 0.07], [0.20, -0.15, -0.28], [-0.20, -0.29, 1.50], [-0.09, 0.21, -0.59], [-0.10, -0.04, -0.05], [-0.01, 0.37, -0.40], [-1.26, -0.52, -1.03], [0.44, 0.45, 1.81], [1.13, -0.79, -0.83], [-0.78, 0.81, 0.71], [-0.59, -1.36, -0.43], [0.43, 0.07, 0.47], [-0.12, 0.08, -0.31], [-0.68, 0.62, -0.45], [-0.23, 0.17, -0.55], [0.36, 0.10, -0.13], [-0.02, -0.05, -0.01], [0.73, 0.30, 0.17], [0.41, -0.04, 0.26], [0.25, -0.11, 0.16], [-0.69, -1.19, -0.14], [0.12, 0.23, -1.29], [-0.87, -0.10, 1.66], [0.81, 1.03, 0.95], [0.15, 0.77, 0.52], [0.19, 0.26, -0.07], [0.08, 0.13, -0.35], [-1.67, 0.07, -0.69], [0.10, 0.44, 0.43], [0.26, -0.13, 0.43], [-0.33, 0.24, 0.06], [0.12, -0.26, 0.02], [0.13, -0.15, 0.10], [0.61, 0.94, 0.10], [-0.46, -1.87, 0.25], [-0.72, -0.49, -0.45], [1.59, 0.95, -0.74], [-0.91, -0.37, 0.53], [1.65, 0.56, 0.09], [-1.16, 0.86, 1.13], [0.71, -0.23, -0.53], [-0.26, -0.81, -0.24], [-0.08, 0.09, 0.05], [0.29, -0.35, 0.18], [-0.13, 0.08, 0.30], [-0.33, 0.03, -0.17], [0.06, 0.02, -0.22], [-0.18, 0.07, 0.10], [1.77, 1.34, 1.61], [0.27, 1.08, -0.34], [-1.29, -0.05, -1.05], [-1.60, -1.01, -1.60], [0.13, 0.39, 0.16], [0.47, -0.45, 0.39], [0.09, 0.06, 0.04], [0.55, 0.13, 0.47], [2.03, -0.83, 0.88], [-0.33, 0.22, 0.15], [-0.78, 0.23, 0.55], [-0.48, 0.09, -1.60], [0.04, -0.49, 0.46], [-0.16, 0.93, 0.18], [-0.36, 0.11, -0.27], [0.19, -0.13, -0.16], [0.91, 0.64, 0.40], [0.50, 1.06, -0.40], [-1.83, -1.92, -0.15], [-0.70, 0.55, -0.88], [0.38, 0.34, -0.18], [-0.42, 0.12, 0.07], [1.00, -0.26, 0.56], [0.03, -0.42, 0.33], [-0.03, -0.46, -1.92], [-0.23, 0.69, 0.70], [-0.44, -1.54, 0.80], [1.33, -0.13, 0.22], [-0.38, 0.48, 0.34], [0.01, 0.61, -0.28], [0.56, -0.22, 0.45], [-0.10, 0.01, -0.34]], "lowdin_charge": [-0.133, -0.275, -0.177, -0.082, -0.148, -0.083, -0.190, -0.168, -0.061, -0.075, -0.188, -0.090, 0.007, 0.079, 0.068, 0.098, 0.105, 0.096, 0.107, 0.105, 0.088, 0.105, 0.118, 0.096, 0.014, 0.086, 0.022, 0.120, 0.092, 0.120, 0.112, 0.120, 0.066, 0.066, 0.055, 0.071, -0.069, -0.610, -0.112, -0.302, 0.074, 0.076, 0.047, 0.113, 0.036, 0.067, 0.011, -1.453, 0.643, 0.652, 0.687, -0.020, -1.552, 0.520, 0.593, 0.637, -0.032, -0.018, 0.020, -0.353, -0.013, -0.016, -0.363, 0.018, 0.027, 0.116, 0.117, 0.121, 0.110, 0.106, 0.109, -0.014, -0.016, -0.303, -0.067, -0.022, -0.325, -0.004, 0.003, 0.119, 0.094, 0.114, 0.119, 0.089, 0.055, 0.000, -0.016, -0.314, -0.058, -0.025, -0.325, 0.040, -0.010, 0.120, 0.111, 0.102, 0.109, 0.106, 0.075, -0.659, 0.004, 0.151, 0.197, -0.034, 0.107, 0.039, 0.085, -0.700, 0.008, 0.168, 0.157, 0.053, 0.098, 0.109, 0.090, -0.693, 0.000, 0.160, 0.175, 0.114, 0.103, 0.099, 0.102, -0.655, -0.009, 0.156, 0.175, 0.071, 0.070, 0.048, 0.115], "total_energy_ha": -18252.61411, "charge": 0, "multiplicity": 1}



{"formula": "F3NO3S", "method": "wB97M-V/def2-TZVPD", "symbols": ["O", "S", "O", "F", "F", "O", "N", "F"], "coordinates": [[2.4931, -0.4358, -0.3764], [1.3286, 0.2802, -0.1842], [0.2920, 0.4142, -1.1029], [0.8888, -0.1738, 1.2706], [1.8163, 1.7496, 0.3718], [-1.5814, -1.3810, -0.2132], [-2.6213, -0.9223, -0.1925], [-2.6161, 0.4689, 0.4268]], "forces_ev_per_angstrom": [[1.74, -1.16, -1.09], [1.18, 2.48, 3.88], [-0.84, 0.34, -0.07], [-0.75, 0.49, -1.49], [-1.22, -2.03, -1.29], [-1.37, 0.85, 0.28], [0.93, -0.35, -0.05], [0.34, -0.61, -0.18]], "lowdin_charge": [-0.184, 0.640, -0.190, -0.130, -0.158, 0.110, 0.079, -0.169], "smiles": "O=S(=O)(F)F.O=NF", "total_energy_ha": -978.14387, "charge": 0, "multiplicity": 1}



{"formula": "C2H3N2S2", "method": "wB97M-V/def2-TZVPD", "symbols": ["C", "C", "N", "N", "S", "S", "H", "H", "H"], "coordinates": [[0.0458, 0.3191, 0.6297], [1.0177, -1.3595, -0.9428], [0.1833, -0.4216, -0.6027], [-0.6416, 1.4310, 0.4516], [1.7627, -2.6697, -1.1811], [0.4419, -0.4038, 2.0546], [-0.6453, -0.2996, -1.2318], [-1.1504, 1.5476, -0.4379], [-1.0141, 1.8565, 1.2604]], "forces_ev_per_angstrom": [[0.26, -1.85, 2.26], [-0.69, -0.94, 1.05], [-0.19, -0.38, -2.16], [-0.43, 0.03, -2.24], [-0.46, 1.77, 0.08], [0.32, 0.59, -0.94], [1.09, -0.29, 0.24], [0.47, 0.46, 0.88], [-0.37, 0.61, 0.84]], "lowdin_charge": [-0.886, -0.575, 0.017, 0.131, 1.104, 0.759, 0.197, 0.142, 0.111], "total_energy_ha": -983.57904, "charge": 1, "multiplicity": 1}